Record 1
The following is a DFT calculation (the ωB97M-V functional and the def2-TZVPD basis) of a 2-piece molecular cluster, C4H15N3O overall.

Structure (ORCA input):
```
! wB97M-V def2-TZVPD RIJCOSX def2/J DEFGRID3
* xyz 1 2
C -0.1912 0.8214 1.8571
C 0.5760 0.4418 0.5669
C -0.1852 -0.6255 -0.1642
C -1.1025 -0.2459 -1.0831
N -1.9370 -1.0800 -1.9444
N 0.3070 -1.8806 -0.0447
N 0.4467 2.0229 2.4667
H -1.2513 0.8538 1.7002
H -0.1821 0.0101 2.6189
H 1.5484 0.0977 0.9144
H 0.7375 1.3803 0.0437
H -0.9946 0.7902 -1.3747
H -2.1453 -1.9544 -1.4412
H -2.8204 -0.5803 -2.0438
H -1.5739 -1.3582 -2.8588
H 0.1655 -2.5648 -0.7665
H 0.8070 -2.1860 0.7735
H 0.6072 2.8293 1.8296
H 1.4847 1.6596 2.6610
H 0.1067 2.3363 3.3951
H 2.3742 -0.7552 -2.0056
H 1.6757 0.2539 -2.9530
O 1.5469 -0.2664 -2.1471
*
```

Computed properties:
Energy relative to the best compared isomer or geometry (same formula, charge and spin) ... 229.7 kJ/mol
Orbital gap (alpha / beta) ... 2.69 / 9.18 eV
HOMO level (alpha / beta) ... -6.27 / -12.77 eV

Record 2
The following is a DFT calculation (the ωB97M-V functional and the def2-TZVPD basis) of C34H30Cl2N8O2Ru as an isolated structure.

Structure (ORCA input):
```
! wB97M-V def2-TZVPD RIJCOSX def2/J DEFGRID3
* xyz -1 2
Ru -0.1426 -0.0863 0.1694
C 0.8624 0.0619 4.1814
C 0.3073 -1.3505 3.9902
C -0.7996 -1.4544 2.9131
N -0.4103 -1.6081 1.5112
C -0.0861 -2.8101 1.0529
C 0.1317 -3.9141 1.9088
C 0.2830 -5.2690 1.6453
C 0.3184 -5.9662 0.4551
C 0.2490 -5.3875 -0.8129
C 0.1038 -4.0776 -1.1946
C -0.0773 -2.8837 -0.4336
N -0.3572 -1.7385 -0.9979
C -0.9176 -1.6260 -2.3295
C -2.1470 -0.6918 -2.3090
C -2.8973 -0.6218 -0.9754
N -2.1515 0.1810 -0.0234
C -2.7387 0.8587 0.9421
C -4.0686 0.6138 1.3441
C -4.9104 1.3256 2.1880
C -4.7328 2.5632 2.7698
C -3.5716 3.3346 2.6680
C -2.3230 3.0077 2.2039
C -1.8201 1.7892 1.6479
N -0.5433 1.4926 1.5944
C 0.3673 2.4257 2.2539
C 1.7583 1.8696 2.5513
H 1.4171 0.1299 5.1247
H 0.0277 0.7645 4.2525
H -0.1193 -1.7176 4.9291
H 1.1358 -2.0174 3.7339
H -1.4228 -0.5609 2.9704
H -1.4439 -2.3036 3.1673
H 0.1388 -3.6721 2.9603
H 0.3893 -5.8774 2.5394
H 0.4320 -7.0413 0.5068
H 0.3369 -6.0831 -1.6430
H 0.1357 -3.9122 -2.2624
H -1.2472 -2.6090 -2.6737
H -0.1664 -1.2441 -3.0245
H -2.8381 -1.0321 -3.0845
H -1.8516 0.3203 -2.5743
H -3.0695 -1.6350 -0.5818
H -3.8762 -0.1623 -1.1443
H -4.4860 -0.3026 0.9454
H -5.8730 0.8538 2.3640
H -5.5721 2.9941 3.3013
H -3.6560 4.3524 3.0379
H -1.6055 3.8141 2.2282
H -0.0901 2.7583 3.1917
H 0.4746 3.3185 1.6258
H 2.2151 2.5034 3.3194
H 2.3845 1.9483 1.6599
Cl 4.7028 0.1555 -3.8991
C 4.4618 0.0251 -2.1971
C 5.4888 0.0813 -1.3412
C 5.2983 -0.0577 0.0829
Cl 6.7983 0.0333 0.9812
C 4.0941 -0.2099 0.6828
C 4.0460 -0.3925 2.1469
C 3.1287 -0.1497 3.0917
C 1.7434 0.4056 2.9851
N 1.7294 -0.3252 0.2460
C 2.9008 -0.2301 -0.2145
C 3.0796 -0.1974 -1.7188
O 2.1660 -0.3908 -2.4870
H 6.4973 0.2188 -1.7064
H 4.9908 -0.7617 2.5285
H 3.4627 -0.3774 4.1039
H 1.3007 -0.1099 2.1530
O 0.3223 1.5623 -1.1517
N -0.1080 1.8160 -2.3375
C -0.8247 2.9099 -2.4367
C -1.0733 3.7969 -1.3443
N -1.3100 4.5634 -0.5193
C -1.3323 3.2685 -3.7237
N -1.7579 3.5852 -4.7450
*
```

Computed properties:
Energy relative to the best compared isomer or geometry (same formula, charge and spin) ... 249.9 kJ/mol
Orbital gap (alpha / beta) ... 5.83 / 5.78 eV
HOMO level (alpha / beta) ... -4.40 / -4.31 eV

Record 3
The following is a DFT calculation (the ωB97M-V functional and the def2-TZVPD basis) of a 2-piece molecular cluster, C6H10N2O overall.

Structure (ORCA input):
```
! wB97M-V def2-TZVPD RIJCOSX def2/J DEFGRID3
* xyz 0 1
H 1.6185 0.9289 -1.0579
N 0.8379 1.4811 -0.6160
C -0.2814 0.9222 -0.6389
C -0.6726 -0.3789 -1.3775
C -1.4172 1.5498 0.1343
C -0.9833 2.3990 1.2904
O -2.5691 1.3468 -0.1661
H -1.0965 -1.1030 -0.6832
H 0.1255 -0.7711 -2.0026
H -1.4869 -0.0848 -2.0419
H -0.1862 3.0592 0.9595
H -0.5666 1.7556 2.0646
H -1.8250 2.9566 1.6900
C 1.1566 -2.6916 0.6275
C 1.8841 -1.6754 -0.0876
N 2.5520 -0.8507 -0.5269
H 0.4589 -2.2221 1.3216
H 0.5985 -3.3076 -0.0777
H 1.8528 -3.3142 1.1885
*
```

Computed properties:
Energy relative to the best compared isomer or geometry (same formula, charge and spin) ... 108.4 kJ/mol
Orbital gap ... 9.78 eV
HOMO level ... -9.25 eV

Record 4
The following is a DFT calculation (the ωB97M-V functional and the def2-TZVPD basis) of the molecule C3H6.

Structure (ORCA input):
```
! wB97M-V def2-TZVPD RIJCOSX def2/J DEFGRID3
* xyz 0 1
C -1.0663 0.3676 -0.6135
C 0.1704 -0.0774 -0.4595
C 0.7995 -0.2723 0.8969
H -1.4753 0.7941 -1.5199
H -1.7774 0.4003 0.2107
H 0.7367 -0.3236 -1.3567
H 0.1108 0.2218 1.5775
H 0.9064 -1.3425 1.1018
H 1.7838 0.1767 0.9145
*
```

Computed properties:
Energy relative to the best compared isomer or geometry (same formula, charge and spin) ... 15.3 kJ/mol
Orbital gap ... 10.83 eV
HOMO level ... -9.48 eV

Record 5
The following is a DFT calculation (the ωB97M-V functional and the def2-TZVPD basis) of a 3-piece molecular cluster, C4H14NO3 overall.

Structure (ORCA input):
```
! wB97M-V def2-TZVPD RIJCOSX def2/J DEFGRID3
* xyz -1 1
C -1.1810 0.7387 -2.0802
N -1.9803 0.7922 -0.8167
C -2.9447 1.9926 -0.8842
C -0.9970 0.8124 0.3882
C -0.0491 -0.4435 0.4805
O 0.7472 -0.3050 1.5730
H -1.8509 0.5741 -2.9440
H -0.4768 -0.0473 -2.1483
H -0.5422 1.6131 -2.2379
H -3.9248 1.6218 -0.4346
H -2.9276 2.1985 -1.9490
H -2.6810 2.8780 -0.2567
H -0.5825 1.8659 0.4961
H -1.6318 1.0336 1.2148
H 0.5749 -0.5713 -0.3783
H -0.7318 -1.4029 0.7076
H 4.8910 -3.5400 2.0804
H 3.4266 -2.9734 1.5785
O 4.0047 -3.7130 1.5757
H 2.1025 -0.7203 1.5702
H 3.7792 -1.0597 1.0152
O 2.9755 -1.3445 1.4497
*
```

Computed properties:
Energy relative to the best compared isomer or geometry (same formula, charge and spin) ... 267.5 kJ/mol
Orbital gap ... 7.10 eV
HOMO level ... -3.49 eV